Here is a single C23H34N2O8 molecule from the OMol25 dataset. Energies are from ωB97M-V with the def2-TZVPD basis set.

Output
E_LUMO = 0.72 eV
ΔE to the lowest compared entry with this formula, charge and spin = 3.42 kcal per mole
Gap between HOMO and LUMO = 0.335 Eh
E_HOMO = -8.4 eV
SMILES string = COC(=O)[C@@H](Cc1ccc(O)cc1)NC(=O)[C@@H](CC(=O)OC(C)(C)C)NC(=O)OC(C)(C)C
2S+1 = 1

Bonds (Å) are listed after each position.
Cartesian coordinates (Å):
1 C -5.368 -3.392 0.425  O2 1.424, H34 1.086, H35 1.091, H36 1.092
2 O -3.962 -3.346 0.650  C1 1.424, C3 1.328
3 C -3.293 -2.409 -0.012  O2 1.328, O4 1.204, C5 1.518
4 O -3.790 -1.636 -0.789  C3 1.204
5 C -1.805 -2.463 0.285  C3 1.518, C6 1.552, N14 1.441, H37 1.093
6 C -1.123 -3.441 -0.708  C5 1.552, C7 1.502, H38 1.092, H39 1.090
7 C 0.365 -3.285 -0.581  C6 1.502, C8 1.387, C13 1.390
8 C 1.071 -3.965 0.401  C7 1.387, C9 1.381, H40 1.080
9 C 2.420 -3.732 0.589  C8 1.381, C10 1.389, H41 1.082
10 C 3.085 -2.802 -0.200  C9 1.389, O11 1.363, C12 1.390
11 O 4.410 -2.533 -0.034  C10 1.363, H42 0.965
12 C 2.389 -2.125 -1.195  C10 1.390, C13 1.380, H43 1.078
13 C 1.042 -2.367 -1.374  C7 1.390, C12 1.380, H44 1.080
14 N -1.259 -1.137 0.144  C5 1.441, C15 1.342, H45 1.009
15 C -0.333 -0.657 0.988  N14 1.342, O16 1.214, C17 1.534
16 O 0.149 -1.295 1.900  C15 1.214
17 C 0.106 0.788 0.719  C15 1.534, C18 1.546, N26 1.440, H46 1.095
18 C -0.775 1.746 1.553  C17 1.546, C19 1.518, H47 1.091, H48 1.089
19 C -2.211 1.691 1.064  C18 1.518, O20 1.205, O21 1.323
20 O -2.996 0.837 1.389  C19 1.205
21 O -2.437 2.685 0.221  C19 1.323, C22 1.455
22 C -3.706 2.836 -0.476  O21 1.455, C23 1.527, C24 1.529, C25 1.527
23 C -3.914 1.657 -1.423  C22 1.527, H49 1.088, H50 1.086, H51 1.087
24 C -3.536 4.135 -1.263  C22 1.529, H52 1.087, H53 1.086, H54 1.087
25 C -4.855 2.959 0.522  C22 1.527, H55 1.088, H56 1.086, H57 1.086
26 N 1.486 0.918 1.112  C17 1.440, C27 1.361, H58 1.011
27 C 2.458 1.251 0.220  N26 1.361, O28 1.208, O29 1.339
28 O 2.232 1.692 -0.882  C27 1.208
29 O 3.657 1.057 0.781  C27 1.339, C30 1.449
30 C 4.870 1.462 0.099  O29 1.449, C31 1.529, C32 1.529, C33 1.527
31 C 4.855 2.971 -0.143  C30 1.529, H59 1.088, H60 1.086, H61 1.087
32 C 5.983 1.083 1.076  C30 1.529, H62 1.086, H63 1.087, H64 1.086
33 C 5.033 0.695 -1.212  C30 1.527, H65 1.087, H66 1.087, H67 1.086
34 H -5.745 -4.211 1.031  C1 1.086
35 H -5.825 -2.448 0.726  C1 1.091
36 H -5.577 -3.566 -0.632  C1 1.092
37 H -1.624 -2.797 1.310  C5 1.093
38 H -1.444 -3.193 -1.722  C6 1.092
39 H -1.440 -4.457 -0.472  C6 1.090
40 H 0.562 -4.677 1.033  C8 1.080
41 H 2.958 -4.261 1.365  C9 1.082
42 H 4.753 -3.048 0.706  O11 0.965
43 H 2.908 -1.405 -1.807  C12 1.078
44 H 0.509 -1.827 -2.142  C13 1.080
45 H -1.690 -0.555 -0.559  N14 1.009
46 H 0.041 1.044 -0.343  C17 1.095
47 H -0.738 1.432 2.597  C18 1.091
48 H -0.390 2.759 1.447  C18 1.089
49 H -3.072 1.575 -2.107  C23 1.088
50 H -4.818 1.812 -2.004  C23 1.086
51 H -4.015 0.725 -0.872  C23 1.087
52 H -2.680 4.058 -1.928  C24 1.087
53 H -4.427 4.332 -1.853  C24 1.086
54 H -3.370 4.966 -0.583  C24 1.087
55 H -4.652 3.759 1.231  C25 1.088
56 H -5.774 3.185 -0.011  C25 1.086
57 H -4.984 2.029 1.069  C25 1.086
58 H 1.754 0.377 1.924  N26 1.011
59 H 4.706 3.500 0.796  C31 1.088
60 H 5.800 3.283 -0.579  C31 1.086
61 H 4.049 3.232 -0.824  C31 1.087
62 H 5.966 0.011 1.252  C32 1.086
63 H 5.838 1.594 2.024  C32 1.087
64 H 6.949 1.361 0.665  C32 1.086
65 H 5.004 -0.375 -1.018  C33 1.087
66 H 5.987 0.948 -1.666  C33 1.087
67 H 4.233 0.958 -1.899  C33 1.086


Here is a gas-phase ion, C17H21ClNO (charge +1) from the OMol25 dataset. Energies are from ωB97M-V with the def2-TZVPD basis set.

Output
E_LUMO = -2.68 eV
ΔE to the lowest compared entry with this formula, charge and spin = 2.52 kcal per mole
Gap between HOMO and LUMO = 0.332 Eh
E_HOMO = -11.7 eV
Charge = +1
SMILES string = Cc1cc(Cl)cc(C)c1OCC[NH2+]Cc1ccccc1
2S+1 = 1

Bonds (Å) are listed after each position.
Cartesian coordinates (Å):
1 C 0.333 3.633 -2.304  C2 1.499, H21 1.087, H22 1.091, H23 1.087
2 C 0.417 2.144 -2.153  C1 1.499, C3 1.389, C9 1.398
3 C 0.099 1.340 -3.240  C2 1.389, C4 1.385, H24 1.078
4 C 0.247 -0.035 -3.177  C3 1.385, Cl5 1.724, C6 1.385
5 Cl -0.184 -1.012 -4.531  C4 1.724
6 C 0.780 -0.625 -2.043  C4 1.385, C7 1.387, H25 1.078
7 C 1.095 0.150 -0.937  C6 1.387, C8 1.506, C9 1.401
8 C 1.756 -0.501 0.249  C7 1.506, H26 1.089, H27 1.089, H28 1.092
9 C 0.852 1.529 -0.975  C2 1.398, C7 1.401, O10 1.402
10 O 1.124 2.243 0.201  C9 1.402, C11 1.408
11 C 0.072 2.994 0.760  O10 1.408, C12 1.535, H29 1.094, H30 1.093
12 C -1.137 2.103 1.075  C11 1.535, N13 1.480, H31 1.093, H32 1.090
13 N -0.679 0.923 1.841  C12 1.480, C14 1.491, H33 1.040, H34 1.027
14 C -1.686 -0.167 1.992  N13 1.491, C15 1.506, H35 1.091, H36 1.093
15 C -1.068 -1.337 2.709  C14 1.506, C16 1.389, C20 1.391
16 C -0.795 -2.517 2.028  C15 1.389, C17 1.385, H37 1.081
17 C -0.204 -3.581 2.690  C16 1.385, C18 1.385, H38 1.078
18 C 0.123 -3.468 4.031  C17 1.385, C19 1.386, H39 1.078
19 C -0.149 -2.294 4.715  C18 1.386, C20 1.383, H40 1.078
20 C -0.743 -1.232 4.058  C15 1.391, C19 1.383, H41 1.082
21 H 1.064 4.130 -1.671  C1 1.087
22 H -0.665 4.006 -2.069  C1 1.091
23 H 0.541 3.901 -3.337  C1 1.087
24 H -0.249 1.799 -4.151  C3 1.078
25 H 0.963 -1.687 -2.021  C6 1.078
26 H 2.628 -1.050 -0.102  C8 1.089
27 H 2.119 0.238 0.961  C8 1.089
28 H 1.110 -1.233 0.737  C8 1.092
29 H 0.494 3.420 1.675  C11 1.094
30 H -0.256 3.815 0.117  C11 1.093
31 H -1.577 1.747 0.140  C12 1.093
32 H -1.889 2.655 1.639  C12 1.090
33 H 0.157 0.551 1.347  N13 1.040
34 H -0.360 1.210 2.774  N13 1.027
35 H -2.022 -0.462 0.996  C14 1.091
36 H -2.537 0.231 2.549  C14 1.093
37 H -1.064 -2.613 0.986  C16 1.081
38 H -0.003 -4.497 2.158  C17 1.078
39 H 0.583 -4.296 4.546  C18 1.078
40 H 0.095 -2.208 5.762  C19 1.078
41 H -0.974 -0.327 4.604  C20 1.082


- E_HOMO of number 1 (C23H34N2O8)?
  -8.4 eV